A single C15H20Cl2N2O5S molecule, computed with the ωB97M-V functional and the def2-TZVPD basis.

- frontier orbital gap (hartree) = 0.336
- E (eV) = -64976.6456
- energy above the lowest of the compared OMol25 structures with the same formula, charge and spin (kcal/mol) = 4.2

Last columns: bonded neighbours and bond lengths (Å).
Geometry (Å):
1 Cl 4.989 -2.008 -0.023  C11 1.730
2 Cl 0.302 -4.447 0.794  C24 1.732
3 S -3.720 -2.125 0.425  O5 1.472, C13 1.858, C22 1.867
4 O 3.527 2.775 0.869  C15 1.409, C16 1.403
5 O -2.797 -3.172 0.891  S3 1.472
6 O -1.412 -0.202 -1.657  C21 1.215
7 O -4.998 0.146 0.029  C20 1.226
8 O 3.265 0.047 -1.593  C14 1.368, C25 1.418
9 N -0.862 -2.263 -0.822  C19 1.388, C21 1.363, H38 1.025
10 N -3.368 1.702 0.217  C17 1.445, C18 1.446, C20 1.339
11 C 3.274 -1.998 -0.248  Cl1 1.730, C14 1.397, C23 1.387
12 C 1.255 -1.100 -1.170  C14 1.392, C19 1.390, H29 1.077
13 C -3.063 -0.546 1.150  S3 1.858, C20 1.507, H33 1.090, H45 1.086
14 C 2.630 -0.998 -0.981  O8 1.368, C11 1.397, C12 1.392
15 C 4.451 2.426 1.873  O4 1.409, H27 1.088, H35 1.097, H37 1.095
16 C 2.965 1.689 0.183  O4 1.403, C25 1.539, H30 1.093, H36 1.103
17 C -2.024 2.072 0.597  N10 1.445, H28 1.088, H34 1.089, H41 1.094
18 C -4.084 2.643 -0.616  N10 1.446, H39 1.092, H42 1.088, H44 1.091
19 C 0.509 -2.145 -0.641  N9 1.388, C12 1.390, C24 1.402
20 C -3.887 0.484 0.421  O7 1.226, N10 1.339, C13 1.507
21 C -1.721 -1.326 -1.313  O6 1.215, N9 1.363, C22 1.502
22 C -3.142 -1.815 -1.323  S3 1.867, C21 1.502, H26 1.086, H32 1.088
23 C 2.547 -3.048 0.293  C11 1.387, C24 1.381, H31 1.078
24 C 1.181 -3.124 0.105  Cl2 1.732, C19 1.402, C23 1.381
25 C 3.945 0.976 -0.765  O8 1.418, C16 1.539, H40 1.092, H43 1.094
26 H -3.810 -1.087 -1.772  C22 1.086
27 H 4.659 3.341 2.425  C15 1.088
28 H -1.938 3.155 0.556  C17 1.088
29 H 0.768 -0.336 -1.753  C12 1.077
30 H 2.144 2.105 -0.407  C16 1.093
31 H 3.055 -3.815 0.854  C23 1.078
32 H -3.236 -2.781 -1.815  C22 1.088
33 H -3.316 -0.577 2.210  C13 1.090
34 H -1.804 1.749 1.614  C17 1.089
35 H 4.029 1.678 2.555  C15 1.097
36 H 2.553 0.953 0.894  C16 1.103
37 H 5.387 2.040 1.457  C15 1.095
38 H -1.294 -3.045 -0.318  N9 1.025
39 H -3.527 2.827 -1.536  C18 1.092
40 H 4.383 1.701 -1.455  C25 1.092
41 H -1.294 1.637 -0.093  C17 1.094
42 H -5.054 2.214 -0.858  C18 1.088
43 H 4.745 0.493 -0.196  C25 1.094
44 H -4.226 3.584 -0.083  C18 1.091
45 H -1.987 -0.481 1.027  C13 1.086